(1)
The following is a quantum chemistry calculation of a structure of composition C11H32GdOP2Si at a distorted geometry, from the Open Molecules 2025 dataset.

```
48
Properties=species:S:1:pos:R:3:lowdin_spin:R:1
Gd -0.61084 -0.38977 0.53535 7.313
H 1.95292 2.62457 -1.52714 0.000
H 2.00943 2.43640 -0.84590 -0.001
P -0.91196 0.37827 -2.31707 -0.009
P 1.19574 -1.07709 2.54253 -0.014
C 0.15476 -1.46514 3.99607 -0.002
H 0.76039 -1.91832 4.79287 -0.001
H -0.36942 -0.58519 4.38978 0.000
H -0.59442 -2.21062 3.69671 0.000
C 1.93828 -2.69449 2.08951 -0.004
H 2.57211 -2.50649 1.22159 -0.002
H 2.51667 -3.01928 2.96891 0.000
H 1.10954 -3.37222 1.83929 0.000
C 2.61704 -0.12139 3.23075 -0.005
H 2.34816 0.88096 3.60415 0.000
H 3.08754 -0.70146 4.04329 -0.001
H 3.36707 -0.01243 2.43427 0.000
C -0.50270 -1.13575 -3.31316 -0.007
H -0.68758 -0.89710 -4.37680 -0.001
H 0.55732 -1.35931 -3.13901 -0.003
H -1.12644 -1.96462 -2.94700 0.000
C -2.60799 0.65427 -2.95071 0.001
H -2.98848 1.64558 -2.67436 0.000
H -2.60345 0.54174 -4.04539 0.000
H -3.27282 -0.09446 -2.50857 0.000
C -0.03986 1.60824 -3.39844 -0.003
H 1.03760 1.43221 -3.34705 0.000
H -0.34761 1.48494 -4.43894 -0.001
H -0.22520 2.64346 -3.09935 0.000
C -2.90213 -0.16472 0.35784 0.013
O -4.05178 -0.15207 0.28195 0.010
H 0.92517 -1.00136 -0.49508 -0.110
C -1.36497 4.47078 3.03985 -0.009
Si -0.91063 3.36761 1.54255 -0.014
C -2.37298 3.36326 0.35524 0.000
C 0.39148 4.34965 0.53159 0.000
C -0.40156 1.58911 1.94588 -0.138
H -1.60341 5.47890 2.67373 -0.001
H -0.56706 4.61142 3.77505 0.000
H -2.25480 4.12285 3.57791 0.000
H -2.64340 4.40350 0.10468 0.000
H -2.12473 2.83713 -0.58279 0.000
H -3.26491 2.87365 0.76740 0.000
H 1.38112 4.28597 1.02238 0.000
H 0.56190 3.96948 -0.48862 0.000
H 0.15079 5.41176 0.40839 0.000
H -0.98865 1.41684 2.84433 -0.008
H 0.61520 1.83177 2.37457 -0.006
```

Results
Gap between HOMO and LUMO (spin up / spin down) ... 6.6391 / 7.2903 eV
⟨S²⟩ ... 16.051
LUMO energy (spin up / spin down) ... -4.74 / -4.44 eV
E ... -2251.0536 hartree
Spin multiplicity ... 8
Net charge ... +1

=====

(2)
The following is a quantum chemistry calculation of a cluster of 6 separate species, C11H32N11O9 in total at a distorted geometry, from the Open Molecules 2025 dataset.

```
63
Properties=species:S:1:pos:R:3:nbo_charge:R:1
C -1.40645 5.63420 -1.57009 -0.638
C -1.33763 5.02767 -0.18307 -0.062
O -1.61798 3.62803 -0.22864 -0.571
C -0.42657 2.87592 -0.45274 -0.112
C -0.85989 1.46075 -0.80418 -0.087
O 0.08584 0.77718 -1.56534 -0.393
N 1.34979 0.69155 -0.93181 -0.345
C 2.32497 1.57081 -1.57280 -0.355
C 1.98652 1.74191 -3.07281 0.754
O 1.89283 0.71438 -3.78957 -0.781
O 1.85927 2.92783 -3.44689 -0.781
H -0.58856 5.29175 -2.19550 0.234
H -1.34002 6.71563 -1.47798 0.202
H -2.32882 5.33333 -2.05226 0.214
H -0.34952 5.15389 0.25917 0.163
H -2.10145 5.47918 0.44513 0.176
H 0.16418 3.33849 -1.24298 0.219
H 0.18949 2.87882 0.45505 0.147
H -1.18035 0.92352 0.09577 0.165
H -1.74391 1.55429 -1.42768 0.205
H 1.28077 0.82209 0.06672 0.332
H 2.28212 2.56894 -1.12406 0.155
H 3.34060 1.20839 -1.44241 0.199
C -1.06630 -2.64783 -1.88923 0.767
O -1.62978 -2.34323 -0.83333 -0.731
N -0.19226 -1.83843 -2.52289 -0.831
N -1.28116 -3.85250 -2.50381 -0.864
H 0.26383 -2.09097 -3.37793 0.386
H 0.01761 -0.92864 -2.12055 0.450
H -1.92499 -4.48186 -2.06368 0.391
H -0.83095 -4.13406 -3.35104 0.410
C 0.34197 -5.33655 1.36904 0.772
O 0.98399 -5.98016 2.18920 -0.693
N -0.69392 -4.51496 1.71737 -0.858
N 0.59915 -5.37312 0.03221 -0.848
H -1.21791 -3.96811 1.05137 0.416
H -0.91908 -4.45090 2.69074 0.395
H 1.35397 -5.95050 -0.28245 0.399
H 0.06853 -4.85025 -0.64186 0.407
C 1.05889 -5.97278 -4.64957 0.779
O 0.49748 -5.65742 -3.61033 -0.683
N 1.94327 -5.14657 -5.27803 -0.842
N 0.84271 -7.17720 -5.25980 -0.848
H 2.41452 -5.38189 -6.12966 0.387
H 2.12494 -4.25545 -4.85174 0.420
H 0.19767 -7.80442 -4.81828 0.408
H 1.29100 -7.45692 -6.11034 0.386
C -2.43385 2.82523 3.64717 0.773
O -2.94333 2.40441 4.67519 -0.681
N -2.76470 2.38176 2.40829 -0.848
N -1.46620 3.80085 3.66655 -0.864
H -2.33894 2.73714 1.56738 0.416
H -3.46677 1.66920 2.34432 0.407
H -1.20144 4.15671 4.56424 0.392
H -1.02558 4.16587 2.84252 0.394
C 1.93513 2.25787 6.88993 0.773
O 2.91380 1.93036 7.53676 -0.664
N 1.97238 3.26888 5.96543 -0.853
N 0.71918 1.64793 7.02844 -0.849
H 1.17992 3.55117 5.42222 0.383
H 2.84790 3.73680 5.83132 0.405
H 0.65686 0.90202 7.69416 0.406
H -0.09741 1.90000 6.50182 0.398
```

Results
Gap between HOMO and LUMO ... 6.6839 eV
LUMO energy ... 1.96 eV
E ... -1718.0191 hartree
Net charge ... -1

=====

(3)
The following is a quantum chemistry calculation of a cluster of 7 separate species, C11H32N2O11S in total at a distorted geometry, from the Open Molecules 2025 dataset.

```
57
Properties=species:S:1:pos:R:3:nbo_charge:R:1
C 3.58701 2.49642 0.76706 -0.662
C 2.23925 2.10270 -0.08805 -0.252
N 1.94765 3.00239 -1.26733 -0.624
C 0.82095 3.97633 -1.00795 0.168
O 1.17583 5.24680 -0.30672 -0.624
S -0.08755 5.42622 0.86085 2.255
O -1.29133 6.33708 0.44409 -0.816
O 0.74680 5.89608 2.11071 -0.796
O -0.70206 3.80732 0.88800 -0.661
C -0.66230 3.43766 -0.56623 0.189
N -0.96120 1.96626 -0.86818 -0.506
C -1.66693 1.43193 0.19396 0.880
O -2.31830 0.73770 1.13185 -0.530
H 4.52858 1.90304 0.37364 0.218
H 3.39964 2.08674 1.87280 0.226
H 3.75507 3.65020 0.87424 0.223
H 1.36638 1.98746 0.68230 0.219
H 2.44265 1.01381 -0.53264 0.206
H 2.79919 3.62217 -1.42311 0.384
H 0.60768 4.38519 -2.10850 0.238
H -1.62210 4.03049 -0.95285 0.248
C 0.74383 -1.96998 1.02706 -0.252
O 0.21565 -0.65694 1.06135 -0.745
H 1.79799 -1.92157 0.74429 0.179
H 0.65477 -2.42561 2.01629 0.190
H 0.19804 -2.56422 0.29001 0.164
H -0.72010 -0.73175 1.31490 0.466
C 3.11139 -3.37716 4.28230 -0.246
O 2.12575 -3.75972 3.34082 -0.728
H 3.31802 -2.31062 4.16677 0.184
H 2.74399 -3.56741 5.29369 0.163
H 4.02770 -3.94510 4.10319 0.163
H 1.96334 -4.71007 3.46714 0.466
C 0.69730 2.16927 -4.53559 -0.249
O -0.07237 3.25575 -4.05456 -0.737
H 1.10456 1.61819 -3.68471 0.199
H 0.06223 1.50504 -5.12683 0.162
H 1.51888 2.54692 -5.14930 0.163
H -0.42041 3.72566 -4.83146 0.469
C -3.00229 -1.49628 -2.61194 -0.255
O -2.25317 -1.74692 -1.43711 -0.741
H -3.22306 -2.44734 -3.10214 0.201
H -3.93880 -0.99845 -2.34888 0.166
H -2.42011 -0.86635 -3.28906 0.165
H -2.07238 -0.88538 -1.02410 0.469
C -2.83982 -2.00021 3.83354 -0.246
O -3.44134 -2.40575 2.61784 -0.719
H -2.99335 -2.77989 4.58327 0.183
H -1.76820 -1.85200 3.67938 0.158
H -3.30121 -1.07117 4.17740 0.163
H -3.28891 -1.69470 1.97233 0.463
C -1.22625 -5.49021 -2.05608 -0.244
O -2.43754 -4.76724 -1.93646 -0.738
H -1.44557 -6.49013 -2.43766 0.179
H -0.56035 -4.97481 -2.75251 0.158
H -0.75170 -5.57289 -1.07516 0.160
H -2.21142 -3.88492 -1.59602 0.482
```

Results
Gap between HOMO and LUMO ... 9.0675 eV
LUMO energy ... -0.90 eV
E ... -1773.2951 hartree
Structure (SMILES) ... CCN[C@@H]1OS(=O)(=O)O[C@@H]1N=C=O.CO.CO.CO.CO.CO.CO

=====

(4)
The following is a quantum chemistry calculation of a cluster of 5 separate species, C11H32N2O5 in total at a distorted geometry, from the Open Molecules 2025 dataset.

```
50
Properties=species:S:1:pos:R:3:nbo_charge:R:1
N 0.77662 3.05624 -0.61687 -0.820
C 1.87938 2.79433 -0.02953 0.739
N 2.32610 1.55721 -0.28042 -0.876
O 2.48709 3.77310 0.79206 -0.735
H 0.26624 3.89692 -0.35093 0.417
H 0.28894 2.47132 -1.29032 0.409
H 3.14634 1.17519 0.28520 0.435
H 1.82217 0.95308 -0.98683 0.430
C 2.81777 -3.63217 2.55737 -0.623
C 2.24153 -2.30394 2.01687 0.126
C 2.04373 -2.34896 0.49699 -0.639
O 1.12271 -2.03981 2.45967 -0.715
H 2.18368 -4.47236 2.28905 0.201
H 2.90813 -3.60275 3.62267 0.216
H 3.78251 -3.92826 2.13828 0.208
H 2.91283 -1.49208 2.27710 0.127
H 1.32116 -3.18257 0.17352 0.199
H 2.99195 -2.55820 -0.01865 0.198
H 1.71769 -1.41431 -0.01068 0.186
H 0.90291 -1.20291 2.11495 0.499
C -1.29663 -1.58523 -0.18436 -0.641
C -2.27246 -1.61785 0.96208 0.107
C -3.39007 -0.57183 0.94042 -0.620
O -2.70799 -2.78028 1.16308 -0.699
H -0.70260 -2.45225 -0.30329 0.210
H -0.52948 -0.77431 -0.17651 0.206
H -1.87922 -1.55430 -1.13001 0.185
H -1.62094 -1.48054 1.80950 0.136
H -3.06868 0.43781 0.78492 0.207
H -3.89255 -0.46030 1.82969 0.220
H -4.04406 -0.74834 0.05032 0.205
H -1.98363 -3.46472 1.29083 0.481
C -1.99894 1.64251 -2.16748 -0.634
C -0.70713 1.42879 -2.96875 0.103
C -0.29128 2.76461 -3.52791 -0.643
O 0.18410 0.79977 -2.33088 -0.730
H -2.31579 0.65694 -1.74373 0.211
H -2.82637 2.04638 -2.74070 0.222
H -1.80896 2.23453 -1.36666 0.189
H -0.97858 0.80606 -3.87142 0.149
H -0.31318 3.55583 -2.80465 0.200
H -0.96238 3.14959 -4.28138 0.229
H 0.72037 2.79983 -3.84005 0.223
H 0.06428 -0.17274 -2.50610 0.508
C -0.58582 1.37874 1.67109 -0.252
O 0.71484 0.71239 1.80327 -0.763
H -0.50197 2.43828 1.86448 0.181
H -1.35023 0.94201 2.31600 0.194
H -0.86183 1.30821 0.65350 0.160
H 1.26769 1.06136 1.16522 0.475
```

Results
Gap between HOMO and LUMO ... 9.3939 eV
LUMO energy ... 0.10 eV
E ... -923.8493 hartree
Structure (SMILES) ... NC(N)=O.CC(C)O.CC(C)O.CC(C)O.CO

=====

(5)
The following is a quantum chemistry calculation of a structure of composition C11H32N2O5P2Pr at a distorted geometry, from the Open Molecules 2025 dataset.

```
53
Properties=species:S:1:pos:R:3:lowdin_spin:R:1
O 3.33596 -0.04652 -1.36740 -0.004
H 3.50095 0.91753 -1.37697 0.000
Pr 1.03592 0.45271 -0.43494 2.037
N -1.18594 0.09882 -1.44709 -0.004
N 0.88099 -0.91085 -2.48509 -0.004
O -2.30725 0.63697 -0.75187 0.000
O 2.03156 -0.88697 -3.22896 0.001
C -1.43080 -0.63018 -2.55335 0.001
C -0.24980 -1.14437 -3.19444 0.000
C -2.79362 -0.95670 -3.04847 0.000
C -0.26683 -1.86996 -4.50489 0.000
H -3.59554 -0.41000 -2.52460 0.000
H -2.96145 -2.04343 -2.92171 0.000
H -2.85947 -0.71712 -4.12355 0.000
H 0.76275 -2.11131 -4.80170 0.000
H -0.72600 -1.26316 -5.30867 0.000
H -0.83593 -2.81736 -4.43446 0.000
H -2.96154 -0.08802 -0.80952 0.000
H 2.73813 -0.39264 -2.54172 0.000
O 0.58518 -2.09863 0.23446 -0.001
H 0.28091 -2.59895 1.00924 0.000
H 0.94501 -2.78248 -0.35419 0.000
C 1.05654 2.71967 -0.91198 -0.016
H 1.19681 3.33498 -0.01614 -0.001
H 0.18778 3.02892 -1.50560 -0.001
H 1.95205 2.84357 -1.56537 -0.001
O -2.88847 3.26218 0.90742 0.000
H -3.01573 2.55649 0.26573 0.000
H -2.99073 4.09190 0.41395 0.000
C 4.07116 1.28578 2.68801 -0.001
P 3.01596 0.03402 1.90110 -0.003
C 4.24055 -1.00600 1.06061 0.000
C 2.55687 -0.98695 3.35606 0.000
C 1.24787 -0.51695 4.00068 0.000
P 0.19135 0.47634 2.80971 -0.002
C -1.48397 0.10314 3.43010 0.000
C 0.37706 2.17066 3.49741 0.000
H 4.87703 0.76122 3.21958 0.000
H 3.51122 1.91667 3.39029 0.000
H 4.50590 1.92865 1.91049 0.000
H 5.16208 -1.05378 1.65350 0.000
H 3.83225 -2.01425 0.91004 0.000
H 4.42339 -0.58605 0.05470 0.000
H 2.46667 -2.02492 3.00535 0.000
H 3.39815 -0.94478 4.06127 0.000
H 0.64049 -1.37184 4.33044 0.000
H 1.42930 0.10777 4.88594 0.000
H -1.64487 0.56998 4.40946 0.000
H -2.20740 0.51428 2.71445 0.000
H -1.62558 -0.98035 3.51428 0.000
H 0.23550 2.15263 4.58770 0.000
H 1.35612 2.60241 3.25096 0.000
H -0.41354 2.78082 3.03505 0.000
```

Results
Gap between HOMO and LUMO (spin up / spin down) ... 6.8816 / 6.8058 eV
⟨S²⟩ ... 2.004
LUMO energy (spin up / spin down) ... -4.09 / -4.09 eV
E ... -2123.4528 hartree
Spin multiplicity ... 3
Net charge ... +1